[1]
60
Properties=species:S:1:pos:R:3:forces:R:3:nbo_charge:R:1 method="wB97M-V/def2-TZVPD" homo_lumo_gap_ev=8.3 total_charge=0 homo_ev=-7.62 e_lumo_ev=0.642 e_tot_ha=-1325.10772 relative_energy_ev=25.659
C -6.617148 -3.519099 -0.917880 -1.7 0.2 -2.3 -0.616
C -6.327510 -2.798271 0.318025 -5.3 4.8 1.6 -0.345
C -5.584385 -1.375825 0.106062 -0.4 -6.2 3.4 -0.417
C -5.507428 -0.765175 1.434923 1.7 -4.5 -1.0 -0.057
H -4.969253 -1.539741 2.010293 -0.1 0.7 0.8 0.151
O -4.979758 0.436319 1.389871 5.2 3.7 0.9 -0.476
C -3.630307 0.362382 1.312951 -2.5 11.9 -9.7 0.429
O -3.171924 0.158147 -0.285378 -0.2 -1.3 2.0 -0.491
N -3.012101 1.343430 -1.026776 4.6 0.0 4.1 -0.181
C -4.181419 1.716032 -1.506805 -7.2 3.4 -4.0 -0.411
H -5.020057 2.243185 -0.722728 1.7 -2.1 -1.6 0.150
H -4.117185 2.706537 -2.249244 0.4 -2.7 1.5 0.200
H -4.594010 0.762832 -2.210825 0.5 2.9 2.1 0.226
C -2.353580 2.357727 0.045548 3.2 -17.0 0.4 -0.060
C -0.877838 2.140271 -0.086442 -3.2 8.7 7.8 -0.028
C -0.194569 3.070538 0.854348 7.9 -9.7 -6.9 -0.221
C 1.288340 2.831211 0.828318 -5.4 9.5 5.4 -0.177
C 1.882729 1.889924 0.239133 7.1 -2.6 -3.0 0.122
C 1.267934 1.074689 -0.583590 -10.4 2.8 2.7 0.384
C -0.246180 1.146067 -0.458019 4.5 -8.5 -7.9 -0.291
H -0.865125 0.367509 -1.183441 1.7 1.9 2.2 0.245
O 1.724326 0.012996 -0.925433 5.4 -7.4 -3.8 -0.494
C 1.099921 -0.972364 -1.678557 -1.4 -2.4 -2.3 -0.296
H 0.333252 -1.520495 -0.882923 1.5 1.2 -2.7 0.214
H 0.564286 -0.520608 -2.842997 1.3 -1.3 4.0 0.203
H 1.926500 -1.792823 -2.080021 -2.0 2.3 1.4 0.217
O 3.286105 1.709558 0.326633 -0.9 1.9 1.0 -0.549
C 4.147088 1.848358 -0.840423 -3.8 -11.5 1.9 -0.066
C 5.191581 0.776212 -0.308856 3.3 0.4 -2.4 -0.009
C 6.612293 1.243252 -0.379922 -8.5 4.0 -1.9 -0.191
C 7.638454 0.577443 -0.133929 -0.7 -9.4 1.4 -0.246
C 7.360802 -0.867827 0.209997 4.0 3.4 0.4 0.356
C 6.116273 -1.275946 0.396766 1.1 3.3 -2.4 -0.350
C 5.019777 -0.617209 -0.023939 -2.0 6.5 -0.8 -0.174
H 3.994783 -0.923795 0.034372 -0.2 -0.8 0.2 0.221
H 5.909352 -2.120088 0.735196 -1.1 -7.7 3.0 0.200
O 8.525171 -1.557290 0.507922 -1.7 -1.1 2.8 -0.516
C 8.324026 -2.866261 1.391010 -5.4 2.5 -11.9 -0.194
H 7.855431 -3.471856 0.367632 1.0 0.7 3.6 0.169
H 9.209670 -3.127148 1.443609 8.5 -2.6 0.9 0.165
H 7.793724 -3.006636 2.191847 -3.5 0.6 4.5 0.176
H 8.506872 0.894246 0.131947 5.7 2.1 0.6 0.208
H 6.679641 2.253154 -0.737730 0.2 0.7 0.3 0.191
H 3.498704 1.077881 -1.594114 2.0 2.8 0.8 0.175
H 4.364774 2.729198 -1.222274 1.3 4.3 -1.3 0.182
H 2.003496 3.657403 1.292827 -1.7 -1.9 -0.5 0.223
H -0.533320 3.820234 1.261948 -3.7 7.6 4.1 0.169
H -2.516276 3.138882 -0.249200 -3.6 15.4 -5.5 0.164
C -2.960433 1.996399 1.277994 -2.4 -3.4 5.3 -0.442
H -2.372673 1.985785 2.221300 0.5 0.2 -1.0 0.230
H -3.790054 2.606826 1.600144 -0.6 0.3 -0.4 0.222
H -3.066560 -0.230328 1.750477 4.4 -6.2 4.4 0.140
H -6.349594 -0.445121 1.804562 -5.7 -0.4 2.3 0.190
H -6.238935 -0.906669 -0.448331 -2.4 2.8 -3.8 0.205
H -4.645367 -1.715262 -0.193593 1.6 0.5 -1.4 0.223
H -7.414660 -2.501990 0.983447 2.7 -0.8 -1.9 0.135
H -5.939581 -3.483727 0.940434 2.3 -1.9 2.6 0.187
H -7.268429 -4.455749 -0.795488 1.2 1.2 -0.1 0.218
H -7.222050 -2.816810 -1.671534 1.7 -1.6 1.2 0.201
H -5.557573 -3.740499 -1.169152 -0.9 -0.4 -1.3 0.209

=====

[2]
15
Properties=species:S:1:pos:R:3:forces:R:3:nbo_charge:R:1 method="wB97M-V/def2-TZVPD" homo_lumo_gap_ev="6.7 / 7.5" total_charge=0 homo_ev="-7.41 / -7.85" e_lumo_ev="-0.733 / -0.377" e_tot_ha=-3292.25641 relative_energy_ev=3.268
C -1.559200 0.142579 -0.037370 1.0 -1.5 0.3 -0.287
C 1.514234 0.089820 0.041400 -1.7 -0.1 0.0 0.021
C -1.360316 -1.203580 0.052836 1.4 0.2 0.3 0.199
C 2.096438 2.649853 -0.382250 -0.6 -0.4 1.1 -0.723
N 1.169103 -1.075872 0.275689 0.5 1.3 -0.1 -0.268
N -0.014821 -1.676625 0.065603 0.6 -1.8 -0.5 -0.409
N -2.264476 -2.259537 0.289119 -3.2 5.4 -1.7 -0.817
S 2.666613 1.185462 0.556835 0.5 0.1 0.4 0.302
Br -3.141862 0.979415 -0.447104 -0.3 -0.1 0.0 0.089
H 1.152094 2.945794 0.112563 0.8 0.4 -0.1 0.234
H 1.755837 2.221270 -1.307483 0.5 0.5 -0.9 0.240
H 2.915031 3.402777 -0.340576 -0.8 -0.5 -0.4 0.236
H 0.273464 -2.615088 -0.255581 -1.5 0.6 0.4 0.399
H -3.166013 -1.746029 0.590945 1.7 -1.9 -0.6 0.396
H -2.036123 -3.040232 0.785368 1.0 -2.0 1.8 0.386

=====

In order of appearance, molecular weight = 401.5 208.1 Da.